Formula: C49H38ClN9NaO5S
Source: the Open Molecules 2025 dataset
Level of theory: the ωB97M-V functional and the def2-TZVPD basis

Summary:
E_HOMO: -0.1602 Eh
Energy relative to the best compared isomer or geometry (same formula, charge and spin): 17.03 kcal per mole
E_tot: -102857.6368 eV
Charge: -1

Each line ends with the Mulliken charge.
CARTESIAN COORDINATES (ANGSTROEM)
Na  -0.021  0.522  -0.235  1.3408
Cl  -2.300  1.291  -7.431  -0.2901
C  -1.918  1.335  -5.716  -0.0889
C  -2.376  2.405  -4.930  -0.8920
C  -2.102  2.448  -3.594  -0.6825
C  -1.344  1.420  -2.917  -0.7223
O  -1.112  1.491  -1.687  -0.4711
C  -0.894  0.337  -3.760  1.3171
C  -0.146  -0.808  -3.287  -0.2781
N  0.147  -1.089  -2.070  1.1502
C  0.863  -2.277  -1.774  0.1352
C  1.313  -3.197  -2.690  -0.7910
C  2.075  -4.321  -2.305  -0.9175
C  2.396  -4.525  -0.998  -0.7619
C  1.932  -3.620  -0.013  1.2613
C  2.253  -3.781  1.360  -1.1476
C  1.773  -2.897  2.269  -1.1349
C  0.933  -1.855  1.808  0.0775
N  0.622  -1.662  0.556  0.8414
C  1.138  -2.517  -0.381  -0.6897
C  -1.191  0.334  -5.137  -0.8920
H  -2.958  3.192  -5.396  0.3759
H  -2.472  3.259  -2.977  0.8036
H  0.150  -1.478  -4.105  -0.3491
H  1.108  -3.063  -3.743  0.4252
H  2.418  -5.012  -3.065  0.4035
H  3.002  -5.370  -0.691  0.3859
H  2.897  -4.601  1.657  0.3404
H  2.024  -2.946  3.319  0.5798
H  0.545  -1.141  2.528  0.1164
H  -0.841  -0.495  -5.744  0.4224
C  -4.056  -2.893  -0.565  -0.5217
O  -3.904  -2.224  0.711  -0.5218
C  -2.893  -1.330  0.510  0.0378
N  -2.379  -1.220  -0.631  0.2005
C  -3.083  -2.152  -1.513  0.0426
C  -3.716  -1.413  -2.667  0.1324
C  -3.894  -2.057  -3.886  -0.5463
C  -4.465  -1.395  -4.964  -0.8183
C  -4.857  -0.071  -4.831  -0.5287
C  -4.670  0.582  -3.620  -0.3006
C  -4.102  -0.083  -2.544  0.1805
C  -2.440  -0.573  1.705  0.5237
C  -2.601  -1.076  2.987  -1.0314
C  -2.030  -0.374  4.037  -0.7907
C  -1.358  0.805  3.771  -0.4316
C  -1.297  1.239  2.453  1.0621
N  -1.820  0.571  1.427  -0.0335
C  -0.603  2.513  2.118  -0.7288
N  -0.124  2.814  0.993  0.5658
C  0.603  4.076  1.184  1.5212
C  0.170  4.544  2.581  -0.5037
O  -0.447  3.369  3.161  -0.4220
C  0.370  5.066  0.070  -0.8127
C  -0.134  4.651  -1.160  0.4458
C  -0.287  5.575  -2.186  -0.6782
C  0.049  6.909  -1.996  -0.4967
C  0.541  7.326  -0.767  -0.7179
C  0.701  6.404  0.258  -0.4171
H  -3.781  -3.937  -0.417  0.3048
H  -5.099  -2.824  -0.873  0.3700
H  -2.357  -2.855  -1.930  0.5188
H  -3.553  -3.081  -4.003  0.3971
H  -4.575  -1.905  -5.913  0.3790
H  -5.281  0.458  -5.675  0.4266
H  -4.937  1.627  -3.524  0.3789
H  -3.895  0.451  -1.624  -0.0065
H  -3.125  -2.009  3.138  0.5015
H  -2.091  -0.750  5.050  0.4154
H  -0.874  1.378  4.547  0.2915
H  1.670  3.819  1.201  -0.0598
H  0.992  4.839  3.231  -0.0233
H  -0.586  5.332  2.536  0.4431
H  -0.425  3.614  -1.301  0.0821
H  -0.677  5.240  -3.140  0.4708
H  -0.072  7.621  -2.804  0.3906
H  0.802  8.365  -0.606  0.3754
H  1.098  6.731  1.214  0.3990
N  3.207  6.327  5.773  -0.6592
C  3.104  5.067  5.160  1.1079
C  4.063  4.648  4.239  -0.9879
C  3.991  3.389  3.667  -0.1890
C  2.951  2.527  3.996  -0.6561
C  2.006  2.934  4.928  0.0429
C  2.077  4.193  5.503  -0.8503
S  2.868  0.893  3.299  1.4898
O  1.941  0.180  4.163  -0.7812
O  4.235  0.427  3.249  -0.8561
N  2.161  0.984  1.898  0.1555
C  2.793  1.422  0.779  -0.7388
N  2.190  1.064  -0.382  0.3104
C  2.717  1.505  -1.511  -0.0956
C  3.855  2.292  -1.556  -1.1452
C  4.402  2.608  -0.325  -0.2641
N  3.898  2.201  0.830  -0.2108
H  3.692  7.017  5.221  0.2217
H  2.330  6.686  6.114  0.2278
H  4.884  5.309  3.981  0.3093
H  4.731  3.063  2.951  0.5334
H  1.218  2.251  5.211  0.3049
H  1.329  4.499  6.228  0.2692
H  2.195  1.213  -2.419  0.3231
H  4.271  2.646  -2.488  0.4255
H  5.290  3.232  -0.267  0.3793

Formula: C49H39Cl4N8O2Tc
Source: the Open Molecules 2025 dataset
Level of theory: the ωB97M-V functional and the def2-TZVPD basis

Summary:
E_HOMO (spin up / spin down): -0.3768 / -0.3718 Eh
Spin multiplicity: 2
<S²>: 0.849
E_tot: -119745.8432 eV
Charge: +1

Each line ends with the Löwdin spin population.
CARTESIAN COORDINATES (ANGSTROEM)
Tc  0.132  0.019  -0.385  1.0322
Cl  2.166  8.410  -4.326  -0.0010
C  1.808  6.897  -3.584  -0.0026
C  2.758  6.289  -2.774  0.0004
C  2.475  5.070  -2.193  -0.0037
C  1.248  4.449  -2.416  -0.0048
C  0.308  5.067  -3.236  -0.0035
C  0.583  6.288  -3.819  0.0004
C  0.980  3.138  -1.803  -0.0424
C  1.006  3.041  -0.415  0.0066
C  1.276  4.152  0.443  0.0104
C  1.142  3.715  1.719  0.0086
C  0.766  2.339  1.645  0.0105
C  0.500  1.550  2.766  -0.0301
C  0.455  2.236  4.073  -0.0036
C  -0.459  3.266  4.289  -0.0028
C  -0.489  3.951  5.488  0.0002
C  0.413  3.614  6.488  -0.0021
Cl  0.418  4.477  7.976  -0.0008
C  1.329  2.590  6.289  0.0004
C  1.348  1.906  5.090  -0.0028
C  0.368  0.162  2.697  0.0149
N  0.494  -0.589  1.554  -0.0061
C  0.643  -1.892  1.974  -0.0003
C  1.027  -2.976  1.184  -0.0167
C  1.455  -4.201  1.887  -0.0020
C  2.531  -4.109  2.770  -0.0014
C  3.001  -5.224  3.432  0.0000
C  2.391  -6.452  3.220  -0.0009
Cl  2.972  -7.853  4.039  -0.0003
C  1.319  -6.562  2.345  0.0001
C  0.861  -5.442  1.679  -0.0014
C  1.128  -2.925  -0.209  -0.0007
C  1.537  -4.005  -1.056  0.0136
C  1.409  -3.570  -2.336  0.0017
C  0.966  -2.211  -2.276  0.0119
N  0.809  -1.840  -0.970  -0.0251
C  0.842  -1.404  -3.411  -0.0295
C  0.735  -0.015  -3.380  0.0090
C  0.746  0.830  -4.537  0.0147
C  0.797  2.110  -4.088  0.0106
C  0.790  2.048  -2.657  0.0134
N  0.719  0.756  -2.253  -0.0041
C  0.990  -2.047  -4.734  -0.0038
C  0.022  -2.914  -5.232  -0.0022
C  0.182  -3.503  -6.472  0.0002
C  1.325  -3.242  -7.217  -0.0012
Cl  1.538  -3.981  -8.759  -0.0004
C  2.299  -2.381  -6.730  0.0001
C  2.125  -1.782  -5.498  -0.0022
C  0.451  -1.963  3.389  0.0163
C  0.263  -0.694  3.834  0.0027
N  0.709  1.932  0.339  -0.0254
H  3.712  6.763  -2.612  0.0000
H  3.216  4.569  -1.588  -0.0001
H  -0.642  4.588  -3.413  -0.0001
H  -0.138  6.766  -4.461  0.0000
H  1.543  5.132  0.110  0.0003
H  1.305  4.269  2.621  0.0003
H  -1.155  3.534  3.507  -0.0001
H  -1.204  4.743  5.643  0.0000
H  2.027  2.335  7.069  0.0000
H  2.080  1.130  4.920  -0.0001
H  3.019  -3.158  2.915  -0.0001
H  3.836  -5.146  4.109  0.0000
H  0.859  -7.524  2.190  0.0000
H  0.021  -5.531  1.008  -0.0001
H  1.889  -4.957  -0.714  0.0007
H  1.616  -4.103  -3.242  -0.0001
H  0.698  0.493  -5.554  0.0006
H  0.833  3.010  -4.668  0.0003
H  -0.879  -3.092  -4.666  -0.0001
H  -0.575  -4.163  -6.863  0.0000
H  3.187  -2.184  -7.310  0.0000
H  2.878  -1.108  -5.116  -0.0001
H  0.446  -2.864  3.967  0.0009
H  0.086  -0.361  4.838  0.0000
N  -1.893  -2.660  -0.081  0.0086
N  -2.642  -2.307  -1.212  0.0027
C  -2.276  -1.268  -2.055  0.0063
O  -2.836  -1.155  -3.124  -0.0011
O  -1.429  -0.418  -1.585  0.0502
H  -1.447  -3.567  -0.205  0.0000
H  -2.492  -2.691  0.740  -0.0001
H  -3.307  -2.967  -1.606  0.0009
C  -4.741  1.463  1.587  0.0000
C  -3.904  0.213  1.896  -0.0011
C  -4.772  -1.039  1.785  -0.0001
C  -3.270  0.288  3.288  0.0001
N  -2.829  0.040  0.913  -0.0004
N  -1.972  1.130  0.694  -0.0228
H  -5.602  1.509  2.248  0.0001
H  -5.100  1.423  0.559  0.0000
H  -4.161  2.375  1.726  -0.0001
H  -5.615  -0.971  2.464  0.0000
H  -4.195  -1.924  2.043  0.0000
H  -5.155  -1.148  0.773  0.0000
H  -4.041  0.202  4.047  0.0000
H  -2.744  1.226  3.456  0.0001
H  -2.564  -0.530  3.414  -0.0001
H  -3.187  -0.275  0.016  -0.0001
H  -1.718  1.535  1.592  -0.0002
H  -2.378  1.855  0.093  -0.0002